This record from OMol25 describes a 4-piece molecular cluster, C36H65N5O3S overall at a distorted geometry. The level of theory is ωB97M-V with the def2-TZVPD basis set.

The calculation puts the LUMO energy (alpha / beta) at -4.353 / -4.353 eV. As for the net charge: +1. As for the HOMO-LUMO gap (alpha / beta): 5.1 / 6.1 eV. Its spin multiplicity is 4. The calculation puts the total energy at -2307.9216 hartree. The relative energy (zero: lowest compared OMol25 entry of this formula, charge and spin) is 0.0000 eV.

Cartesian coordinates (Å):
C  -1.73702  5.04998  3.99847
C  -1.87444  4.71253  2.85114
C  -1.93573  4.28506  1.44580
C  -1.87200  5.48553  0.46727
C  -3.18927  5.76272  -0.29161
C  -4.40502  5.54470  0.55279
C  -5.24673  4.48827  0.30293
C  -6.32589  4.29188  1.14416
N  -6.52614  5.12536  2.13911
N  -5.77555  6.17315  2.43216
C  -4.73234  6.37996  1.66156
S  -3.79388  7.76391  2.17099
H  -1.69241  5.43551  4.98865
H  -2.82828  3.67465  1.29678
H  -1.07692  3.63569  1.26572
H  -1.09767  5.29827  -0.27468
H  -1.57131  6.37156  1.02065
H  -3.25713  5.09269  -1.14831
H  -3.20118  6.77962  -0.69053
H  -5.06920  3.78675  -0.50193
H  -7.02166  3.47473  1.02172
H  -7.32480  5.00144  2.74886
H  -3.40015  8.13738  0.94939
C  -2.18024  0.92383  -3.59616
C  -2.35602  1.10562  -2.07671
C  -1.55536  0.05425  -1.31252
C  -2.15083  -1.34727  -1.41357
C  -3.62365  -1.35592  -1.00768
C  -4.47299  -0.31620  -1.74403
N  -3.79765  1.02362  -1.67512
O  -4.02219  1.58455  -0.54045
C  -4.72190  -0.74572  -3.19726
C  -5.84506  -0.21094  -1.08876
C  -1.83374  2.49892  -1.75343
H  -1.25876  1.41089  -3.91212
H  -2.09729  -0.11581  -3.89934
H  -3.00168  1.38033  -4.14911
H  -1.49748  0.34148  -0.25974
H  -0.52903  0.05115  -1.68467
H  -2.03545  -1.74406  -2.42583
H  -1.59185  -2.01892  -0.76115
H  -4.05763  -2.34198  -1.18480
H  -3.69397  -1.17076  0.06897
H  -5.20533  0.05395  -3.76006
H  -5.38603  -1.60909  -3.20500
H  -3.82266  -1.04042  -3.72754
H  -5.77466  -0.01702  -0.02097
H  -6.37277  -1.15403  -1.22525
H  -6.43922  0.58147  -1.54829
H  -2.40083  3.26240  -2.29390
H  -0.79145  2.56509  -2.06269
H  -1.88374  2.70904  -0.68807
C  2.64835  -1.10417  4.18916
C  2.43213  -0.39670  2.83815
C  3.09673  0.97964  2.84773
C  2.36982  1.99454  3.72768
C  0.89146  2.08776  3.35508
C  0.17564  0.73572  3.32262
N  0.97287  -0.24683  2.52027
O  0.77961  -0.08557  1.26280
C  -0.07253  0.22216  4.74866
C  -1.19752  0.90035  2.68126
C  3.07082  -1.28386  1.77838
H  3.62371  -1.58852  4.18739
H  2.64062  -0.42976  5.04231
H  1.89699  -1.87665  4.35266
H  3.13789  1.36175  1.82274
H  4.13002  0.86262  3.18080
H  2.47816  1.73770  4.78448
H  2.83374  2.97534  3.60785
H  0.36597  2.74039  4.05416
H  0.80760  2.55614  2.36778
H  -0.45770  -0.79787  4.72766
H  -0.81773  0.85352  5.23348
H  0.80962  0.23972  5.38022
H  -1.13670  1.36711  1.69963
H  -1.80952  1.53727  3.32243
H  -1.69900  -0.06258  2.57118
H  2.60361  -2.26902  1.75678
H  4.12671  -1.41722  2.01238
H  3.00499  -0.85853  0.78080
C  5.91829  -3.77438  -3.91968
C  5.79739  -3.79702  -2.38425
C  6.49132  -5.03521  -1.81563
C  5.73434  -6.33260  -2.09515
C  4.28363  -6.23618  -1.62444
C  3.54283  -5.00942  -2.16173
N  4.36526  -3.77693  -1.94137
O  4.25419  -3.35738  -0.73463
C  3.19984  -5.19473  -3.64758
C  2.21585  -4.84565  -1.43057
C  6.47928  -2.53199  -1.87874
H  6.88167  -3.34923  -4.19905
H  5.87379  -4.76101  -4.37384
H  5.14111  -3.15356  -4.36559
H  6.60192  -4.91564  -0.73337
H  7.50023  -5.08928  -2.23090
H  5.77313  -6.58127  -3.15888
H  6.22705  -7.15631  -1.57623
H  3.73146  -7.13078  -1.92075
H  4.26924  -6.20697  -0.53054
H  2.79671  -4.27167  -4.06628
H  2.43897  -5.96889  -3.74566
H  4.04186  -5.50634  -4.25766
H  2.34534  -4.81213  -0.35174
H  1.57494  -5.69468  -1.67006
H  1.70863  -3.93136  -1.74230
H  5.98826  -1.64251  -2.27677
H  7.51562  -2.53253  -2.21664
H  6.47615  -2.46951  -0.79366